<w>
74
Properties=species:S:1:pos:R:3:mulliken_charge:R:1 method="wB97M-V/def2-TZVPD" homo_energy_ev="-6.97 / -5.39" orbital_gap_ev="6.7 / 4.7"
Sn 0.174 1.175 2.271 0.280
P -2.393 -0.469 -0.404 0.501
Cl -0.062 -1.080 3.210 -0.435
C -0.549 -0.862 -1.164 -0.814
H -0.251 0.196 -0.932 -0.177
H -0.147 -1.430 -0.296 0.769
C -3.023 1.308 -0.145 0.379
C -2.974 -1.373 1.151 1.294
C -4.491 1.533 -0.563 -0.733
H -2.956 1.488 0.949 0.714
C -4.959 2.953 -0.193 -0.951
H -4.585 1.414 -1.656 0.274
H -5.173 0.803 -0.099 0.239
C -4.052 4.044 -0.777 -0.722
H -5.989 3.101 -0.544 0.380
H -4.985 3.049 0.901 0.390
C -2.562 3.774 -0.533 -1.015
H -4.234 4.119 -1.859 0.319
H -4.325 5.015 -0.346 0.383
C -2.129 2.335 -0.863 -0.310
H -1.965 4.469 -1.132 0.457
H -2.330 3.983 0.521 0.368
H -2.221 2.175 -1.951 0.209
H -1.071 2.187 -0.599 0.100
C -3.091 -1.193 -1.876 -0.349
C -2.774 -2.887 0.968 -0.690
H -2.263 -1.031 1.931 -0.270
C -3.047 -3.652 2.277 -0.842
H -3.453 -3.264 0.187 0.184
H -1.748 -3.103 0.639 0.296
C -4.433 -3.352 2.865 -0.664
H -2.950 -4.730 2.092 0.416
H -2.275 -3.371 3.008 0.288
C -4.709 -1.846 2.962 -0.943
H -5.206 -3.827 2.241 0.304
H -4.510 -3.799 3.864 0.345
C -4.407 -1.083 1.657 -0.524
H -5.758 -1.682 3.252 0.392
H -4.086 -1.420 3.763 0.395
H -5.150 -1.375 0.895 0.188
H -4.553 -0.007 1.844 0.259
C -2.722 -0.312 -3.070 -0.379
H -2.506 -2.124 -1.953 0.735
C -2.977 -1.090 -4.362 -0.877
H -3.313 0.618 -3.066 0.511
H -1.664 -0.022 -3.024 -0.751
C -4.417 -1.615 -4.436 -0.758
H -2.750 -0.455 -5.228 0.450
H -2.279 -1.942 -4.408 0.355
C -4.868 -2.344 -3.164 -0.890
H -5.090 -0.765 -4.616 0.327
H -4.513 -2.289 -5.293 0.431
C -4.563 -1.579 -1.869 -0.380
H -5.941 -2.562 -3.207 0.415
H -4.351 -3.313 -3.113 0.370
H -5.190 -0.678 -1.798 0.170
H -4.799 -2.208 -0.998 0.175
C 1.005 0.207 -2.973 -1.109
C 0.597 -1.026 -2.220 1.182
H 0.211 0.849 -3.409 0.261
C 1.773 -2.026 -2.189 -0.614
H -0.331 -1.553 -2.552 -0.559
C 3.128 -1.369 -1.868 -0.303
H 1.582 -2.817 -1.474 0.481
H 1.906 -2.520 -3.177 0.247
C 3.491 -0.195 -2.789 -0.751
H 3.093 -0.995 -0.833 -0.068
H 3.959 -2.103 -1.923 0.358
C 2.311 0.848 -2.856 -0.508
H 4.405 0.312 -2.422 0.320
H 3.700 -0.553 -3.813 0.317
H 2.381 1.443 -1.924 0.168
H 2.500 1.531 -3.694 0.365
Br 2.444 0.730 1.064 -0.375



<x>
74
Properties=species:S:1:pos:R:3:mulliken_charge:R:1 method="wB97M-V/def2-TZVPD" homo_energy_ev="-7.61 / -5.58" orbital_gap_ev="7.6 / 5.5"
Sn 0.000 0.000 0.000 1.486
P 0.241 2.246 -0.670 -0.464
Cl 1.917 -0.341 -1.371 -0.383
C 1.106 0.272 1.428 -1.412
H 0.804 0.453 2.464 0.152
H 2.187 0.168 1.270 0.555
C -0.052 2.134 -2.502 -0.561
C 2.005 2.785 -0.409 0.222
C -0.289 3.427 -3.298 -0.815
H 0.888 1.671 -2.835 1.092
C -0.357 3.117 -4.802 -0.954
H -1.238 3.883 -2.988 0.228
H 0.500 4.158 -3.102 0.299
C -1.455 2.091 -5.110 -0.724
H -0.531 4.043 -5.362 0.406
H 0.614 2.721 -5.129 0.377
C -1.256 0.809 -4.293 -1.062
H -2.434 2.529 -4.866 0.324
H -1.469 1.859 -6.181 0.414
C -1.171 1.112 -2.792 -0.219
H -2.070 0.100 -4.482 0.423
H -0.324 0.316 -4.600 0.380
H -2.134 1.500 -2.435 0.162
H -0.978 0.168 -2.257 0.065
C -0.800 3.620 0.055 -0.164
C 2.255 3.278 1.026 -0.603
H 2.513 1.818 -0.517 0.905
C 3.763 3.402 1.284 -0.961
H 1.783 4.254 1.193 0.269
H 1.806 2.580 1.745 0.166
C 4.420 4.329 0.254 -0.674
H 3.938 3.774 2.301 0.432
H 4.219 2.405 1.221 0.334
C 4.147 3.845 -1.176 -0.985
H 4.020 5.347 0.376 0.312
H 5.500 4.390 0.433 0.378
C 2.641 3.718 -1.454 -0.581
H 4.600 4.528 -1.904 0.429
H 4.616 2.862 -1.321 0.366
H 2.182 4.714 -1.433 0.185
H 2.491 3.310 -2.458 0.350
C -2.310 3.465 -0.208 -0.299
H -0.634 3.499 1.138 0.965
C -3.120 4.492 0.596 -0.933
H -2.503 3.608 -1.279 0.325
H -2.648 2.461 0.047 -0.272
C -2.675 5.925 0.290 -0.777
H -4.188 4.366 0.383 0.429
H -2.984 4.288 1.668 0.359
C -1.167 6.084 0.508 -1.047
H -2.914 6.162 -0.757 0.340
H -3.229 6.639 0.911 0.438
C -0.371 5.057 -0.312 -0.249
H -0.845 7.097 0.239 0.406
H -0.935 5.948 1.574 0.364
H -0.552 5.231 -1.378 0.116
H 0.696 5.204 -0.142 0.122
C -2.378 0.033 0.578 -0.112
C -1.697 0.545 1.664 0.057
H -2.593 0.682 -0.267 0.356
C -1.646 -0.203 2.972 -0.657
H -1.464 1.605 1.701 0.366
C -1.970 -1.689 2.801 -0.379
H -0.673 -0.070 3.459 0.283
H -2.378 0.265 3.651 0.386
C -3.289 -1.846 2.038 -0.846
H -1.163 -2.174 2.239 -0.062
H -2.033 -2.171 3.783 0.423
C -3.199 -1.232 0.630 -1.053
H -3.565 -2.903 1.958 0.379
H -4.086 -1.349 2.607 0.329
H -2.796 -1.962 -0.077 0.299
H -4.204 -0.968 0.271 0.369
Br 0.066 -2.527 0.152 -0.573



Q: Which of them is the least stable? A: <w>.